a) An isolated ion of composition C5H12N and charge +1, computed with wB97M-V/def2-TZVPD.

Each atom is followed by the atoms it is bonded to, with distances in Å.
Cartesian coordinates (Å):
1 C 0.10 -1.49 -1.17  C2 1.522, N6 1.541, H7 1.088, H8 1.089
2 C 1.21 -0.76 -0.43  C1 1.522, C3 1.511, H9 1.095, H10 1.101
3 C 0.79 0.38 0.47  C2 1.511, C4 1.342, H11 1.095
4 C 0.16 1.49 0.07  C3 1.342, C5 1.522, H12 1.092
5 C -0.45 2.46 1.09  C4 1.522, H13 1.101, H14 1.084, H15 1.083
6 N -1.11 -1.63 -0.22  C1 1.541, H16 1.030, H17 1.021, H18 1.018
7 H 0.33 -2.50 -1.50  C1 1.088
8 H -0.29 -0.96 -2.03  C1 1.089
9 H 1.99 -0.50 -1.16  C2 1.095
10 H 1.76 -1.51 0.16  C2 1.101
11 H 1.08 0.17 1.51  C3 1.095
12 H 0.41 1.93 -0.89  C4 1.092
13 H -1.32 1.94 1.51  C5 1.101
14 H -0.66 3.41 0.62  C5 1.084
15 H 0.14 2.57 1.99  C5 1.083
16 H -0.85 -1.05 0.59  N6 1.030
17 H -1.31 -2.58 0.09  N6 1.021
18 H -1.98 -1.38 -0.68  N6 1.018

Computed properties:
HOMO energy: -13.4 eV
gap between HOMO and LUMO: 9.807 eV
net charge: +1
SMILES: C/C=C/CC[NH3+]


b) An isolated ion of composition C5H12N and charge +1, computed with wB97M-V/def2-TZVPD.

Each atom is followed by the atoms it is bonded to, with distances in Å.
Cartesian coordinates (Å):
1 C 1.22 -1.27 0.06  C2 1.513, N6 1.501, H7 1.067, H8 1.082
2 C 1.40 0.12 -0.52  C1 1.513, C3 1.507, H9 1.099, H10 1.093
3 C 0.14 0.94 -0.43  C2 1.507, C4 1.339, H11 1.091
4 C -1.06 0.57 -0.90  C3 1.339, C5 1.491, H12 1.094
5 C -2.35 1.20 -0.48  C4 1.491, H13 1.097, H14 1.093, H15 1.089
6 N 0.85 -1.12 1.51  C1 1.501, H16 1.024, H17 1.021, H18 1.025
7 H 2.09 -1.88 -0.05  C1 1.067
8 H 0.44 -1.81 -0.46  C1 1.082
9 H 1.64 -0.03 -1.58  C2 1.099
10 H 2.30 0.68 -0.28  C2 1.093
11 H 0.27 2.02 -0.36  C3 1.091
12 H -1.11 -0.46 -1.27  C4 1.094
13 H -2.09 2.10 0.09  C5 1.097
14 H -2.88 0.58 0.25  C5 1.093
15 H -3.09 1.54 -1.20  C5 1.089
16 H 1.46 -0.45 1.97  N6 1.024
17 H 0.88 -1.99 2.04  N6 1.021
18 H -0.10 -0.74 1.62  N6 1.025

Computed properties:
HOMO energy: -13.3 eV
gap between HOMO and LUMO: 9.579 eV
net charge: +1
SMILES: C/C=C/CC[NH3+]


The most stable of them is b).


a) A 2-piece molecular cluster, CH8NO overall, computed with wB97M-V/def2-TZVPD.

Each atom is followed by the atoms it is bonded to, with distances in Å.
Cartesian coordinates (Å):
1 N -0.18 -1.12 1.58  H2 1.021, H3 1.021, H4 1.046, H5 1.020
2 H 0.02 -0.24 2.06  N1 1.021
3 H -1.00 -1.50 2.06  N1 1.021
4 H -0.36 -0.92 0.57  N1 1.046
5 H 0.63 -1.74 1.56  N1 1.020
6 C 0.44 1.15 -1.23  O7 1.440, H8 1.107, H9 1.081, H10 1.086
7 O -0.57 0.14 -1.03  C6 1.440, H11 0.955
8 H 0.15 2.18 -0.95  C6 1.107
9 H 1.30 0.99 -0.59  C6 1.081
10 H 0.72 0.95 -2.26  C6 1.086
11 H -1.17 0.11 -1.77  O7 0.955

Computed properties:
HOMO energy: -15.0 eV
gap between HOMO and LUMO: 10.989 eV
net charge: +1


b) A 2-piece molecular cluster, CH8NO overall, computed with wB97M-V/def2-TZVPD.

Each atom is followed by the atoms it is bonded to, with distances in Å.
Cartesian coordinates (Å):
1 N -1.56 1.28 -0.14  H2 1.027, H3 1.067, H4 1.023, H5 1.024
2 H -0.95 1.98 -0.58  N1 1.027
3 H -1.04 0.35 -0.10  N1 1.067
4 H -2.38 1.23 -0.74  N1 1.023
5 H -1.91 1.72 0.72  N1 1.024
6 C 1.49 -0.89 0.46  O7 1.440, H8 1.101, H9 1.087, H10 1.092
7 O 0.31 -0.59 -0.30  C6 1.440, H11 0.965
8 H 1.58 0.02 1.08  C6 1.101
9 H 2.32 -0.94 -0.24  C6 1.087
10 H 1.43 -1.83 1.01  C6 1.092
11 H 0.15 -1.38 -0.83  O7 0.965

Computed properties:
HOMO energy: -15.4 eV
gap between HOMO and LUMO: 11.510 eV
net charge: +1


The most stable of them is b).


a) A 2-piece molecular cluster, C17H19N overall, computed with wB97M-V/def2-TZVPD.

Each atom is followed by the atoms it is bonded to, with distances in Å.
Cartesian coordinates (Å):
1 C 3.78 2.13 -1.26  C2 1.529, C3 1.496, H9 1.105, H10 1.103
2 C 3.25 3.18 -0.28  C1 1.529, H11 1.094, H17 1.091, H18 1.094
3 C 2.92 1.30 -2.17  C1 1.496, C4 1.412, C5 1.380
4 C 3.23 1.19 -3.54  C3 1.412, C6 1.372, H12 1.076
5 C 1.77 0.71 -1.69  C3 1.380, C7 1.401, H13 1.081
6 C 2.49 0.30 -4.28  C4 1.372, C8 1.409, H14 1.092
7 C 1.05 -0.19 -2.49  C5 1.401, C8 1.381, H15 1.087
8 C 1.33 -0.36 -3.84  C6 1.409, C7 1.381, H16 1.080
9 H 4.66 2.49 -1.81  C1 1.105
10 H 4.47 1.45 -0.74  C1 1.103
11 H 3.26 4.20 -0.67  C2 1.094
12 H 3.89 1.88 -4.03  C4 1.076
13 H 1.41 0.90 -0.69  C5 1.081
14 H 2.67 0.22 -5.36  C6 1.092
15 H 0.07 -0.54 -2.18  C7 1.087
16 H 0.71 -0.85 -4.57  C8 1.080
17 H 4.02 3.16 0.48  C2 1.091
18 H 2.25 2.92 0.08  C2 1.094
19 C -2.84 1.07 3.24  C22 1.502, H35 1.101, H36 1.099, H37 1.072
20 C -1.80 -2.30 2.14  C21 1.427, C24 1.407, N28 1.385
21 C -2.54 -1.10 1.95  C20 1.427, C22 1.439, C27 1.391
22 C -2.24 -0.30 3.10  C19 1.502, C21 1.439, C23 1.348
23 C -1.38 -0.96 3.90  C22 1.348, N28 1.396, H33 1.075
24 C -2.08 -3.41 1.31  C20 1.407, C25 1.367, H29 1.077
25 C -2.87 -3.16 0.22  C24 1.367, C26 1.410, H30 1.094
26 C -3.32 -1.88 -0.14  C25 1.410, C27 1.395, H32 1.078
27 C -3.36 -0.88 0.84  C21 1.391, C26 1.395, H34 1.081
28 N -1.20 -2.24 3.38  C20 1.385, C23 1.396, H31 1.008
29 H -1.70 -4.37 1.62  C24 1.077
30 H -3.45 -3.89 -0.35  C25 1.094
31 H -0.34 -2.72 3.60  N28 1.008
32 H -3.88 -1.68 -1.04  C26 1.078
33 H -1.14 -0.60 4.89  C23 1.075
34 H -4.14 -0.14 0.74  C27 1.081
35 H -3.88 1.08 2.88  C19 1.101
36 H -2.35 1.81 2.59  C19 1.099
37 H -2.74 1.56 4.19  C19 1.072

Computed properties:
HOMO energy: -7.9 eV
gap between HOMO and LUMO: 8.647 eV
SMILES: Cc1c[nH]c2ccccc12.CCc1ccccc1


b) A 2-piece molecular cluster, C17H19N overall, computed with wB97M-V/def2-TZVPD.

Each atom is followed by the atoms it is bonded to, with distances in Å.
Cartesian coordinates (Å):
1 C -2.48 0.09 1.64  C2 1.508, C3 1.515, H9 1.098, H10 1.092
2 C -2.76 -0.74 0.42  C1 1.508, H11 1.101, H17 1.092, H18 1.086
3 C -1.82 1.43 1.37  C1 1.515, C4 1.388, C5 1.393
4 C -1.82 2.03 0.12  C3 1.388, C6 1.395, H12 1.083
5 C -1.04 1.98 2.39  C3 1.393, C7 1.392, H13 1.084
6 C -1.04 3.17 -0.11  C4 1.395, C8 1.387, H14 1.085
7 C -0.35 3.17 2.19  C5 1.392, C8 1.392, H15 1.083
8 C -0.26 3.71 0.90  C6 1.387, C7 1.392, H16 1.068
9 H -3.40 0.33 2.21  C1 1.098
10 H -1.86 -0.43 2.38  C1 1.092
11 H -1.89 -0.70 -0.25  C2 1.101
12 H -2.53 1.76 -0.64  C4 1.083
13 H -0.96 1.52 3.36  C5 1.084
14 H -0.94 3.55 -1.11  C6 1.085
15 H 0.22 3.56 3.03  C7 1.083
16 H 0.56 4.36 0.68  C8 1.068
17 H -3.50 -0.30 -0.25  C2 1.092
18 H -2.93 -1.80 0.60  C2 1.086
19 C 2.39 -1.38 1.62  C22 1.490, H35 1.096, H36 1.092, H37 1.090
20 C 0.98 -0.79 -1.78  C21 1.394, C24 1.400, N28 1.384
21 C 1.62 -1.63 -0.87  C20 1.394, C22 1.438, C27 1.413
22 C 1.67 -0.94 0.39  C19 1.490, C21 1.438, C23 1.360
23 C 1.09 0.27 0.18  C22 1.360, N28 1.378, H33 1.077
24 C 0.76 -1.10 -3.12  C20 1.400, C25 1.386, H29 1.083
25 C 1.14 -2.36 -3.55  C24 1.386, C26 1.404, H30 1.082
26 C 1.76 -3.24 -2.63  C25 1.404, C27 1.376, H32 1.085
27 C 2.01 -2.92 -1.32  C21 1.413, C26 1.376, H34 1.084
28 N 0.54 0.33 -1.08  C20 1.384, C23 1.378, H31 1.005
29 H 0.08 -0.46 -3.67  C24 1.083
30 H 1.02 -2.56 -4.60  C25 1.082
31 H 0.19 1.16 -1.54  N28 1.005
32 H 2.18 -4.16 -3.02  C26 1.085
33 H 0.97 1.07 0.89  C23 1.077
34 H 2.73 -3.47 -0.73  C27 1.084
35 H 1.85 -2.17 2.15  C19 1.096
36 H 2.44 -0.56 2.35  C19 1.092
37 H 3.39 -1.76 1.42  C19 1.090

Computed properties:
HOMO energy: -7.7 eV
gap between HOMO and LUMO: 8.551 eV
SMILES: Cc1c[nH]c2ccccc12.CCc1ccccc1


c) A 2-piece molecular cluster, C17H19N overall, computed with wB97M-V/def2-TZVPD.

Each atom is followed by the atoms it is bonded to, with distances in Å.
Cartesian coordinates (Å):
1 C -0.29 -1.91 -1.14  C2 1.550, C3 1.536, H9 1.108, H10 1.091
2 C -0.35 -3.36 -1.69  C1 1.550, H11 1.091, H17 1.098, H18 1.084
3 C -1.49 -1.13 -1.68  C1 1.536, C4 1.367, C5 1.398
4 C -2.60 -0.95 -0.89  C3 1.367, C6 1.418, H12 1.079
5 C -1.45 -0.66 -3.00  C3 1.398, C7 1.367, H13 1.091
6 C -3.71 -0.28 -1.48  C4 1.418, C8 1.373, H14 1.081
7 C -2.51 -0.03 -3.57  C5 1.367, C8 1.443, H15 1.082
8 C -3.69 0.18 -2.77  C6 1.373, C7 1.443, H16 1.081
9 H -0.35 -1.81 -0.03  C1 1.108
10 H 0.71 -1.51 -1.29  C1 1.091
11 H 0.55 -3.92 -1.43  C2 1.091
12 H -2.68 -1.36 0.10  C4 1.079
13 H -0.55 -0.87 -3.58  C5 1.091
14 H -4.65 -0.44 -0.97  C6 1.081
15 H -2.39 0.51 -4.50  C7 1.082
16 H -4.46 0.73 -3.30  C8 1.081
17 H -0.32 -3.25 -2.78  C2 1.098
18 H -1.23 -3.88 -1.33  C2 1.084
19 C 0.58 2.94 0.04  C21 1.474, H33 1.085, H34 1.104, H37 1.086
20 C 1.79 1.44 1.85  C21 1.457, C22 1.399, C26 1.393
21 C 0.63 2.01 1.18  C19 1.474, C20 1.457, C23 1.371
22 C 1.35 0.40 2.67  C20 1.399, C27 1.400, N28 1.394
23 C -0.44 1.45 1.84  C21 1.371, N28 1.375, H35 1.077
24 C 4.05 0.85 2.19  C25 1.407, C26 1.371, H29 1.080
25 C 3.65 -0.17 3.07  C24 1.407, C27 1.398, H30 1.078
26 C 3.14 1.69 1.59  C20 1.393, C24 1.371, H31 1.083
27 C 2.29 -0.46 3.26  C22 1.400, C25 1.398, H32 1.078
28 N -0.04 0.50 2.75  C22 1.394, C23 1.375, H36 1.008
29 H 5.09 1.08 2.04  C24 1.080
30 H 4.35 -0.83 3.56  C25 1.078
31 H 3.30 2.53 0.93  C26 1.083
32 H 1.95 -1.25 3.90  C27 1.078
33 H 1.32 2.80 -0.74  C19 1.085
34 H 0.97 3.89 0.42  C19 1.104
35 H -1.46 1.77 1.73  C23 1.077
36 H -0.67 0.05 3.39  N28 1.008
37 H -0.39 3.25 -0.34  C19 1.086

Computed properties:
HOMO energy: -7.6 eV
gap between HOMO and LUMO: 8.441 eV
SMILES: Cc1c[nH]c2ccccc12.CCc1ccccc1


d) A 2-piece molecular cluster, C17H19N overall, computed with wB97M-V/def2-TZVPD.

Each atom is followed by the atoms it is bonded to, with distances in Å.
Cartesian coordinates (Å):
1 C -2.16 -0.15 -1.72  C2 1.641, C3 1.508, H9 1.114, H10 1.074
2 C -2.31 1.28 -2.50  C1 1.641, H11 1.054, H17 1.002, H18 1.082
3 C -1.48 -1.34 -2.36  C1 1.508, C4 1.418, C5 1.391
4 C -0.56 -0.97 -3.37  C3 1.418, C6 1.364, H12 1.035
5 C -1.97 -2.63 -2.20  C3 1.391, C7 1.431, H13 1.113
6 C -0.07 -1.92 -4.21  C4 1.364, C8 1.383, H14 1.167
7 C -1.50 -3.65 -3.10  C5 1.431, C8 1.418, H15 1.039
8 C -0.57 -3.20 -4.07  C6 1.383, C7 1.418, H16 1.048
9 H -1.41 0.11 -0.94  C1 1.114
10 H -3.04 -0.52 -1.22  C1 1.074
11 H -3.30 1.30 -2.86  C2 1.054
12 H -0.45 0.06 -3.34  C4 1.035
13 H -2.91 -2.86 -1.65  C5 1.113
14 H 0.75 -1.68 -5.01  C6 1.167
15 H -1.81 -4.63 -3.13  C7 1.039
16 H -0.37 -3.97 -4.75  C8 1.048
17 H -1.56 1.40 -3.15  C2 1.002
18 H -2.26 2.05 -1.75  C2 1.082
19 C 3.75 -0.30 2.57  C21 1.472, H31 1.113, H32 1.061, H37 1.087
20 C 1.61 -0.38 1.27  C21 1.378, N28 1.410, H29 1.041
21 C 2.41 0.21 2.22  C19 1.472, C20 1.378, C23 1.458
22 C 0.35 1.24 2.19  C23 1.451, C24 1.397, N28 1.347
23 C 1.62 1.23 2.89  C21 1.458, C22 1.451, C25 1.402
24 C -0.69 2.09 2.58  C22 1.397, C26 1.338, H33 1.123
25 C 1.97 2.15 3.88  C23 1.402, C27 1.342, H34 1.179
26 C -0.40 2.88 3.62  C24 1.338, C27 1.465, H35 1.093
27 C 0.89 2.82 4.32  C25 1.342, C26 1.465, H36 1.156
28 N 0.43 0.40 1.14  C20 1.410, C22 1.347, H30 0.977
29 H 1.94 -1.04 0.54  C20 1.041
30 H -0.34 -0.01 0.71  N28 0.977
31 H 3.50 -1.39 2.59  C19 1.113
32 H 4.03 0.05 3.53  C19 1.061
33 H -1.63 2.14 1.97  C24 1.123
34 H 3.07 2.30 4.29  C25 1.179
35 H -1.08 3.63 4.02  C26 1.093
36 H 0.96 3.61 5.15  C27 1.156
37 H 4.58 -0.31 1.87  C19 1.087

Computed properties:
HOMO energy: -7.8 eV
gap between HOMO and LUMO: 8.566 eV
SMILES: Cc1c[nH]c2ccccc12.CCc1ccccc1


The most stable of them is b).